A molecular structure, C12H23Br12O3S. Source: the Open Molecules 2025 dataset; level of theory: the ωB97M-V functional and the def2-TZVPD basis.

XYZ file:
```
51
Properties=species:S:1:pos:R:3:forces:R:3:nbo_charge:R:1
C 1.1034 -0.9308 0.0499 0.104 0.570 -0.562 -0.672
C 0.9845 0.4996 0.8550 0.800 -0.707 0.221 -0.088
O -0.4346 0.9674 0.8371 0.922 -1.191 1.913 -0.598
C -0.9921 0.9066 2.1961 -0.562 0.272 1.102 -0.088
C -2.6532 0.7548 2.2299 0.595 0.735 0.995 -0.439
C -3.4424 1.9748 1.4761 0.126 0.016 0.202 -0.435
C -3.5545 1.8497 -0.1507 -1.112 0.628 0.139 -0.436
C -3.3606 0.3414 -0.7591 1.492 1.583 -1.155 -0.526
S -4.9231 -0.7213 -0.5180 0.120 -0.120 -0.026 0.521
C -4.3003 -2.3804 0.1312 1.195 -2.122 1.412 -0.246
O -5.4251 -3.2526 0.5849 0.162 3.526 -3.615 -0.258
O -4.9448 -3.9101 1.6349 0.687 -0.466 4.234 -0.387
H 0.0189 -1.3035 -0.2269 2.169 0.749 0.571 0.199
H 1.6597 -1.7784 0.6514 -1.123 1.867 -1.138 0.229
H 1.6980 -0.7154 -0.9459 -1.445 -0.730 2.195 0.231
H 1.6662 1.3498 0.3874 -1.572 -1.826 0.772 0.195
H 1.3900 0.3161 1.9541 -1.143 0.614 -2.197 0.198
H -0.5726 0.0062 2.8508 -0.717 1.724 -1.602 0.191
H -0.6482 1.9052 2.7438 -1.070 -2.107 -1.011 0.206
H -2.9318 0.8481 3.3872 0.650 -0.221 -2.478 0.242
H -3.0100 -0.3306 1.9213 0.792 2.243 0.374 0.172
H -2.8773 2.9983 1.7176 -1.327 -2.333 -0.440 0.255
H -4.5341 2.0467 1.9184 2.229 -0.096 -0.819 0.215
H -4.6653 2.1809 -0.4361 2.366 -0.645 0.426 0.218
H -2.8606 2.6712 -0.6693 -1.242 -2.375 0.923 0.280
H -2.3997 -0.2226 -0.4010 -1.977 1.019 -0.293 0.294
H -3.2639 0.4658 -1.9420 -0.517 -0.570 2.562 0.283
H -5.7513 -0.1434 0.4924 1.567 -0.763 -0.635 0.221
H -3.5944 -2.2624 1.0848 -1.467 0.117 -2.248 0.246
H -3.7181 -3.0123 -0.6920 -1.214 2.041 1.281 0.277
H -5.1363 -3.2742 2.3999 0.267 -1.489 -0.954 0.456
C 1.6180 3.4422 5.0438 0.228 0.116 0.224 -0.486
Br 1.7815 5.3805 5.0651 -0.100 -0.589 -0.064 0.111
Br -0.2048 2.8656 5.4032 0.390 0.173 -0.043 0.078
Br 2.3077 2.6757 3.3942 -0.190 0.255 0.391 0.079
H 2.2410 3.0598 5.8591 -0.301 0.146 -0.377 0.234
C 4.2606 -0.3746 -2.8943 0.125 -0.061 -0.325 -0.489
Br 4.1933 0.6091 -1.2175 0.128 -0.183 -0.335 0.076
Br 5.8143 -1.5415 -2.9871 -0.418 0.313 0.118 0.106
Br 2.6074 -1.3425 -3.2326 0.556 0.072 -0.115 0.097
H 4.3678 0.3648 -3.6948 -0.078 -0.315 0.398 0.236
C 6.8802 -5.3990 -4.0327 -0.126 0.169 0.012 -0.494
Br 8.6803 -4.7869 -4.4436 -0.458 -0.180 0.113 0.091
Br 6.0975 -6.3904 -5.5122 0.236 0.229 0.392 0.092
Br 6.8209 -6.4102 -2.3720 0.042 0.233 -0.436 0.088
H 6.2645 -4.5055 -3.8853 0.261 -0.419 -0.074 0.222
C 1.6180 2.8591 -2.9606 0.286 0.118 0.135 -0.489
Br 1.7815 4.7973 -2.9393 -0.107 -0.582 -0.043 0.111
Br -0.2048 2.2825 -2.6012 0.348 0.082 -0.088 0.055
Br 2.3077 2.0926 -4.6102 -0.279 0.357 0.331 0.094
H 2.2410 2.4766 -2.1453 -0.297 0.123 -0.363 0.231
```
Forces are in eV/Å.

Summary:
charge	+1
HOMO	-11.5	eV

A molecular structure, C14H28OPPtSi. Source: the Open Molecules 2025 dataset; level of theory: the ωB97M-V functional and the def2-TZVPD basis.

XYZ file:
```
46
Properties=species:S:1:pos:R:3:forces:R:3:nbo_charge:R:1
C -1.2069 -1.5707 -1.0504 0.567 1.202 -0.234 -1.172
Si -1.5414 -1.8652 0.7950 -2.369 -0.176 -0.197 1.864
C -3.2772 -1.1169 1.1376 0.593 0.605 -0.119 -1.131
C -1.7089 -3.7348 1.0753 0.897 -0.204 -0.416 -1.151
O -0.4637 -1.0540 1.8760 0.812 -1.281 -1.206 -0.819
C 0.7349 -1.7637 2.1452 0.643 0.695 0.767 -0.107
C 2.0313 -0.8952 1.9066 -0.608 -1.887 2.950 -0.527
P 2.2637 -0.6872 -0.0044 0.776 0.442 -0.372 0.254
C 2.9913 1.0445 0.0875 0.962 0.916 -0.409 -0.769
C 2.2178 2.1786 0.8186 0.283 1.127 0.442 -0.429
C 0.6608 2.1159 0.9148 0.140 0.387 0.376 -0.462
C -0.1163 2.1350 -0.4203 -1.789 -0.715 -1.247 0.007
C 0.4573 2.0679 -1.7694 -2.323 -0.032 0.376 -0.219
C -0.4538 2.0488 -2.9369 -0.645 -0.023 1.999 -0.162
C -1.9072 2.0793 -2.8146 1.307 0.099 1.736 -0.185
C -2.4918 2.1665 -1.4602 2.469 -0.122 0.413 -0.178
C -1.6045 2.1869 -0.3185 0.461 -0.178 -1.305 -0.225
H -1.1878 -0.4431 -1.1948 -0.067 -1.088 0.082 0.248
H -0.2091 -1.9355 -1.4186 -1.071 0.011 0.165 0.235
H -2.0591 -1.9259 -1.6961 0.974 0.051 0.707 0.276
H -3.7265 -1.5018 2.0886 0.346 0.434 -0.845 0.253
H -3.9528 -1.3325 0.2705 0.506 0.044 0.778 0.248
H -3.1602 0.0063 1.1798 -0.322 -1.086 0.145 0.234
H -2.0089 -4.0325 2.1097 0.203 0.183 -0.917 0.258
H -2.4488 -4.1036 0.3046 0.605 0.422 0.950 0.266
H -0.7295 -4.2221 0.7956 -0.974 0.169 0.434 0.233
H 0.8314 -2.7583 1.6387 -0.198 0.853 0.225 0.210
H 0.7440 -1.9817 3.2619 0.232 0.245 -0.984 0.257
H 2.8823 -1.5519 2.2601 -0.706 0.770 -0.610 0.259
H 2.0790 0.0340 2.5196 -0.170 -0.370 -0.956 0.261
H 3.6243 -1.2396 0.0516 -0.096 -0.240 -0.080 0.262
H 1.7409 -2.0251 -0.1533 0.044 -0.149 0.088 -0.140
H 0.8522 -0.2070 -0.2183 -0.708 0.396 -0.279 0.298
H 2.4184 -0.6384 -1.4609 -0.062 0.119 -0.461 0.182
H 3.2120 1.3721 -0.9759 -0.238 -0.521 1.038 0.227
H 4.0217 0.9569 0.5569 -1.059 0.030 -0.427 0.241
H 2.6126 2.2791 1.8750 -0.496 -0.184 -1.059 0.225
H 2.4970 3.1650 0.3369 -0.255 -1.050 0.445 0.234
H 0.3832 1.2396 1.5735 -0.109 0.830 -0.979 0.232
H 0.3199 3.0209 1.5021 0.421 -0.891 -0.608 0.249
H 1.5571 2.0301 -1.9127 -1.085 0.134 -0.013 0.234
H 0.0150 1.9665 -3.9859 -0.888 -0.032 0.660 0.118
H -2.6054 2.0366 -3.6827 0.984 0.065 0.686 0.249
H -3.5901 2.2026 -1.2495 1.164 -0.052 -0.569 0.245
H -2.0657 2.2207 0.7045 0.606 0.033 -1.102 0.232
Pt 1.3674 2.0329 -5.0631 0.242 0.020 -0.066 0.086
```
Forces are in eV/Å.

Summary:
charge	+1
HOMO	-10.8	eV

C10H9NO2 in the gas phase. Source: the Open Molecules 2025 dataset; level of theory: the ωB97M-V functional and the def2-TZVPD basis.

XYZ file:
```
22
Properties=species:S:1:pos:R:3:forces:R:3:nbo_charge:R:1
C -1.4512 -2.0645 0.4186 -2.653 3.516 -0.617 -0.671
C -0.1489 -1.4003 0.1330 -0.253 2.201 1.006 0.308
C 0.1613 -0.0295 0.1997 1.797 -3.370 -2.326 -0.084
C -0.7719 0.9495 0.6076 0.352 -0.137 0.464 -0.208
C -0.4356 2.2431 0.4835 1.687 -2.793 -0.969 -0.178
C 0.7459 2.7274 -0.1640 0.862 0.877 -1.463 -0.230
C 1.5804 1.8704 -0.7933 -4.514 -1.012 2.704 -0.114
C 1.4246 0.4175 -0.5626 1.025 -0.552 -0.915 -0.363
C 2.8376 0.0222 0.2618 -3.513 0.799 -0.148 0.712
O 3.4948 0.7867 0.9042 0.279 -0.354 -0.108 -0.539
N 2.8417 -1.2800 0.0923 0.958 -3.172 0.768 -0.556
C 2.0345 -2.2134 -0.2600 0.518 3.688 1.096 0.451
O 0.7270 -2.3783 -0.2372 -0.141 0.891 0.201 -0.434
H -1.3809 -3.0956 0.2733 0.039 -1.606 0.494 0.240
H -2.2757 -1.7118 -0.3180 1.434 -0.491 0.569 0.222
H -1.9533 -1.6673 1.3403 0.856 -1.052 -0.243 0.237
H -1.6568 0.5211 1.0523 -0.400 0.720 0.145 0.213
H -1.0553 2.9530 0.7592 -3.187 3.241 1.607 0.198
H 0.8077 3.8489 -0.2761 0.306 -1.429 0.212 0.218
H 2.4045 2.0611 -1.2986 3.579 1.667 -2.321 0.202
H 1.6260 -0.2765 -1.5058 -0.855 1.870 1.505 0.216
H 2.4233 -3.0369 -0.6548 1.824 -3.502 -1.660 0.160
```
Forces are in eV/Å.

Summary:
ΔE to the lowest compared entry with this formula, charge and spin	395.0	kJ/mol
structure (SMILES)	CC1=C2C=CC=C[C@H]2C(=O)N=CO1
HOMO (spin up / spin down)	-7.7 / -7.7	eV

2 unconnected molecules or ions with the total composition C3H3P. Source: the Open Molecules 2025 dataset; level of theory: the ωB97M-V functional and the def2-TZVPD basis.

XYZ file:
```
7
Properties=species:S:1:pos:R:3:forces:R:3:nbo_charge:R:1
C -2.4392 0.3958 -0.5325 1.517 -0.314 1.547 -0.218
C -1.7988 -0.0779 0.3861 -1.993 0.335 -1.602 -0.240
H -2.8657 0.9827 -1.2882 -0.306 0.255 -0.628 0.227
H -1.7174 -0.7286 1.2050 0.766 -0.271 0.678 0.229
C 1.9333 1.0474 -0.4174 -1.199 -2.082 0.639 -0.748
P 2.1082 -0.3476 0.3058 0.086 2.678 -1.272 0.514
H 1.3813 1.8428 -0.9666 1.129 -0.600 0.636 0.236
```
Forces are in eV/Å.

Summary:
ΔE to the lowest compared entry with this formula, charge and spin	139.0	kJ/mol
structure (SMILES)	C#C.C#P
HOMO	-9.9	eV